(1)
21
Properties=species:S:1:pos:R:3:forces:R:3 method="wB97M-V/def2-TZVPD" gap_ev="5.5 / 6.8" relative_energy_kcal_mol=0.0 e_lumo_ha="0.03301 / -0.04685" total_energy_ev=-23983.667 multiplicity=3 largest_force_ev_per_a=3.4 s_squared=2.0105
C -1.840354 1.139192 -1.403557 1.9 -0.3 0.7
C 2.185872 -1.371220 0.351444 3.3 0.5 -1.0
C 1.850957 1.248592 -0.817456 2.3 0.4 -1.1
C -1.620260 0.710132 1.650971 -1.6 -0.4 0.0
C -1.359149 -1.482205 -0.149933 -1.1 -1.0 0.1
P 1.305157 0.262418 0.612680 0.6 -0.8 1.4
P -0.878956 0.299226 0.033936 -0.7 -1.1 -0.2
H -1.018293 1.073763 -2.190957 -1.9 0.5 0.5
H -2.117788 2.071127 -0.888282 -0.4 0.0 -1.2
H 3.267063 -1.142381 -0.081674 -2.0 -0.1 0.5
H 1.741443 -1.977196 -0.444608 -0.1 -0.3 0.5
H 2.537076 -1.926492 1.259700 -1.3 0.3 -0.6
H 3.052613 1.049392 -0.918659 -2.9 1.0 0.2
H 1.557636 2.322180 -0.639795 0.8 -1.0 0.1
H 1.393468 1.048250 -1.803035 0.3 -0.4 0.3
H -2.685138 1.053331 1.529959 1.1 0.4 -0.2
H -1.840890 -0.157698 2.346395 1.2 0.9 -0.6
H -0.911145 1.496541 1.951046 -0.7 -0.4 0.9
H -2.459811 -1.603131 0.041786 0.6 0.6 -0.9
H -1.088788 -1.969689 -1.123847 -0.3 0.6 0.9
H -1.070706 -2.144129 0.683880 1.0 0.5 -0.3

(2)
20
Properties=species:S:1:pos:R:3:forces:R:3 method="wB97M-V/def2-TZVPD" gap_ev=10.0 smiles=CCC.CCS relative_energy_kcal_mol=29.6 e_lumo_ha=0.03593 total_energy_ev=-16246.019 multiplicity=1 largest_force_ev_per_a=3.9
C 1.446037 1.216155 -0.461810 0.0 -0.8 0.9
C 1.251100 2.491505 0.425062 2.1 -0.2 -0.2
S 2.783878 3.591183 -0.043132 -1.5 -0.3 0.3
H 0.990807 1.419075 -1.492525 0.7 -0.8 1.5
H 2.534023 0.932579 -0.519267 -1.0 0.6 -0.4
H 1.071108 0.295330 0.101825 -0.2 1.3 -1.2
H 1.406410 2.334211 1.523746 -0.5 -0.1 -1.1
H 0.301657 2.996670 0.200107 0.5 0.0 0.2
H 3.456502 2.510641 -0.441825 0.2 0.3 0.0
C -1.381207 -0.385019 -0.169402 -0.5 0.3 1.9
C -1.354353 -1.672937 0.789111 2.9 2.2 -1.6
C -1.432758 -2.788056 -0.177961 -0.6 -2.1 -1.2
H -0.849817 -0.626175 -1.063901 0.1 -0.1 -0.7
H -2.430509 -0.158347 -0.366815 0.0 -0.2 -0.4
H -0.970333 0.583631 0.178198 -0.2 -0.8 0.4
H -0.391243 -1.773167 1.361752 -0.7 0.4 -0.5
H -2.105094 -1.608081 1.501094 -1.6 -0.1 1.2
H -0.633504 -2.670656 -0.955821 -1.0 -0.1 0.4
H -2.459056 -2.917342 -0.639286 1.2 0.5 0.1
H -1.233647 -3.771208 0.250849 0.0 0.0 0.3

(3)
20
Properties=species:S:1:pos:R:3:forces:R:3 method="wB97M-V/def2-TZVPD" gap_ev=9.4 smiles=CCSC.CC relative_energy_kcal_mol=40.3 e_lumo_ha=0.03514 total_energy_ev=-16245.553 multiplicity=1 largest_force_ev_per_a=5.2
C 0.036837 -1.406235 -3.040354 -0.1 0.3 -1.7
C 0.060131 0.007915 -3.564188 -1.0 3.1 -1.0
H -0.966910 -1.867896 -3.189523 1.1 -0.2 -0.4
H 0.961750 -1.899020 -3.372729 -0.9 -0.7 -0.2
H 0.130982 -1.289360 -2.026298 0.4 -0.2 2.7
H 1.094338 0.463190 -3.797655 -1.5 -0.9 0.6
H -0.560166 0.161961 -4.526326 1.0 -0.4 1.3
H -0.454492 0.721636 -2.789969 1.0 -1.1 -1.4
C -0.976694 -0.079842 1.038779 -1.6 2.5 -4.2
C -1.788488 0.855196 1.884680 -1.5 0.1 2.8
C 1.391520 -0.052012 2.355499 2.7 -1.7 0.4
S 0.691488 0.384023 0.740082 0.8 0.8 0.6
H -0.998470 -1.045885 1.419926 -0.3 -1.9 0.4
H -1.431876 -0.013215 -0.118064 0.9 -0.7 3.0
H -1.941101 1.917134 1.635332 0.6 -0.5 -0.7
H -1.342153 0.920393 2.972407 -1.0 -0.4 -1.9
H 2.416649 0.469580 2.443293 -1.6 -0.6 -0.2
H 0.863567 0.102024 3.353505 0.2 -0.1 -1.7
H 1.692461 -1.179182 2.192988 -0.7 2.0 1.0
H -2.868219 0.444140 1.915307 1.6 0.5 0.4

(4)
20
Properties=species:S:1:pos:R:3:forces:R:3 method="wB97M-V/def2-TZVPD" gap_ev=9.9 smiles=CCC.CCS relative_energy_kcal_mol=6.7 e_lumo_ha=0.03180 total_energy_ev=-16247.012 multiplicity=1 largest_force_ev_per_a=0.7
C -1.994336 -1.231936 1.349835 0.4 -0.6 -0.3
C -1.320294 -0.142760 2.168463 0.4 0.3 0.3
S 0.353725 -0.652548 2.744797 -0.1 -0.1 -0.1
H -3.012983 -1.417016 1.665169 -0.2 0.1 0.1
H -1.437553 -2.166793 1.477483 -0.2 0.0 0.0
H -2.014233 -1.064392 0.272819 0.1 0.3 0.1
H -1.132940 0.789802 1.642719 -0.3 0.0 -0.2
H -1.906153 0.097034 3.051608 0.0 0.0 0.0
H 0.994200 0.482195 2.440245 0.0 0.0 0.0
C 1.778934 -0.542435 -1.770492 -0.2 0.1 0.1
C 0.515084 0.205246 -1.308466 0.6 -0.1 -0.4
C 0.681887 1.717106 -1.441303 -0.3 -0.2 0.0
H 2.268346 0.029423 -2.560064 0.1 -0.1 -0.1
H 1.545471 -1.535777 -2.155594 0.0 0.0 0.0
H 2.487173 -0.677189 -0.954717 0.1 0.1 0.0
H 0.326006 -0.043440 -0.264563 -0.3 -0.1 0.0
H -0.311736 -0.145630 -1.929755 -0.2 0.1 0.2
H -0.263256 2.230700 -1.248982 0.1 0.1 0.1
H 1.425830 2.072936 -0.737224 0.2 0.2 0.2
H 1.016826 1.995475 -2.441977 0.0 0.0 0.0

(5)
20
Properties=species:S:1:pos:R:3:forces:R:3 method="wB97M-V/def2-TZVPD" gap_ev=9.1 smiles=CCSC.CC relative_energy_kcal_mol=45.1 e_lumo_ha=0.03465 total_energy_ev=-16245.347 multiplicity=1 largest_force_ev_per_a=5.0
C 0.100017 1.020871 -0.030395 0.2 2.6 0.0
C 1.098885 1.792697 -0.984890 -0.4 0.6 0.9
C -2.022033 1.582494 -1.995999 0.8 -2.9 -3.3
S -1.294672 0.329560 -0.937534 -0.5 -1.9 0.7
H 0.798858 0.290135 0.419380 -1.5 -0.2 0.2
H -0.466924 1.711028 0.733054 2.0 -1.2 -1.0
H 1.238290 1.196848 -1.914505 0.0 0.5 0.6
H 2.096126 1.946820 -0.466652 -1.2 -0.2 -0.6
H -3.026671 1.244609 -2.358511 0.5 0.5 1.2
H -1.916445 2.570005 -1.732251 -0.2 2.2 0.9
H -1.454350 1.412710 -2.957847 -0.4 0.8 0.7
H 0.653961 2.800657 -1.193931 0.6 -0.9 -0.2
C 0.896520 -1.989756 2.341435 1.6 0.4 -1.9
C 0.006779 -2.510652 1.065908 1.3 4.8 0.2
H 1.629009 -1.267282 1.810856 -1.0 -0.8 1.4
H 0.542328 -1.490887 3.283262 -0.5 -0.5 -1.3
H 1.553021 -2.815808 2.689349 -0.5 0.3 -0.2
H -1.037495 -2.094744 1.083325 1.2 -0.3 -0.3
H -0.011444 -3.515222 1.062561 -0.3 -3.6 0.1
H 0.616241 -2.214084 0.083386 -1.7 -0.4 2.1

(6)
20
Properties=species:S:1:pos:R:3:forces:R:3 method="wB97M-V/def2-TZVPD" gap_ev=9.5 smiles=CCC.CSC relative_energy_kcal_mol=54.9 e_lumo_ha=0.03450 total_energy_ev=-16244.919 multiplicity=1 largest_force_ev_per_a=5.9
C -2.184464 0.516712 1.942978 -2.1 1.8 -1.4
C -0.261463 -1.581193 1.865766 -2.3 2.1 -1.0
S -1.611257 -0.758184 3.038342 1.6 -0.9 -0.6
H -3.174322 0.409794 1.434942 0.3 -1.2 0.6
H -2.429617 1.545500 2.330461 1.3 -1.0 0.4
H -1.563066 0.606138 1.067680 0.8 0.3 0.0
H -0.936573 -1.996536 1.020210 1.6 1.0 1.0
H 0.159618 -2.418479 2.342646 0.5 -0.9 1.0
H 0.567776 -0.828454 1.571940 -1.9 -1.2 0.7
C 1.462421 0.759974 -1.401734 -3.3 4.8 1.1
C 1.592665 -0.573143 -0.888364 1.6 -4.0 1.8
C 0.176257 1.049057 -2.264368 1.7 -2.6 -0.5
H 1.255628 1.553803 -0.515789 1.2 -1.7 -1.6
H 2.297509 1.091874 -2.009653 0.3 0.0 0.3
H 1.060194 -0.997949 0.055303 0.2 1.5 -2.4
H 2.666819 -0.655760 -0.454527 -1.3 -0.5 -1.3
H -0.060440 2.016844 -2.139703 -0.6 3.8 0.3
H 0.361425 0.954676 -3.354640 -0.4 -0.6 0.6
H 1.334944 -1.262797 -1.758660 0.9 0.2 1.3
H -0.714053 0.568123 -1.882831 -0.1 -0.8 -0.3

(7)
24
Properties=species:S:1:pos:R:3:forces:R:3 method="wB97M-V/def2-TZVPD" gap_ev="6.2 / 8.7" relative_energy_kcal_mol=2.6 e_lumo_ha="0.03265 / -0.02309" total_energy_ev=-28805.017 multiplicity=3 largest_force_ev_per_a=4.0 s_squared=2.0059
C -2.002474 2.097621 -0.936969 0.0 0.0 3.4
C 0.363408 -1.875381 1.664303 -0.9 -1.2 0.6
C 1.643385 -1.460376 -1.892920 -2.0 0.1 1.7
C -2.358286 1.612143 0.480219 -1.4 -2.4 -2.8
C 1.452132 -0.772690 1.754715 0.6 -0.5 -2.7
N 1.682436 -0.108561 -1.302571 0.6 -2.0 1.1
N -1.726445 0.340854 0.630408 -0.3 -0.9 -0.1
Si 1.241342 0.388664 0.277558 -2.5 -2.4 -0.1
Cl 1.987350 2.176208 0.424127 1.7 3.0 0.5
H -2.329184 3.032499 -1.111507 -1.7 3.3 -0.7
H -0.990943 2.175349 -1.099900 2.7 -0.1 0.1
H -2.350794 1.445167 -1.607125 -1.7 -2.4 -2.7
H -0.562449 -1.472742 1.069055 1.8 -1.1 1.3
H 0.743535 -2.885887 1.216070 -0.6 2.0 0.7
H -0.003641 -2.129709 2.746803 0.5 0.4 -2.0
H 1.859545 -1.498836 -2.918408 0.3 0.3 -1.4
H 2.266068 -2.184627 -1.392485 0.9 0.2 0.3
H 0.640475 -1.960182 -1.727443 0.5 0.8 -0.4
H -1.964817 2.236118 1.206767 0.0 1.4 1.7
H -3.498490 1.342013 0.522105 1.7 1.1 0.3
H 2.510771 -1.036077 1.537717 -0.5 -0.5 1.0
H 1.344253 -0.105519 2.563220 0.1 0.4 1.3
H 1.753211 0.744932 -1.787318 0.3 0.4 -1.8
H -1.700397 -0.100971 -0.316418 -0.2 0.2 0.8

(8)
23
Properties=species:S:1:pos:R:3:forces:R:3 method="wB97M-V/def2-TZVPD" gap_ev=6.6 charge=+1 e_lumo_ha=-0.20534 total_energy_ev=-17506.398 multiplicity=1 largest_force_ev_per_a=4.3
C 1.591391 2.117950 0.821230 3.0 -2.0 2.3
C -2.627842 -1.452601 1.113553 0.2 0.1 -2.1
C -2.164783 -0.191327 -2.018472 1.8 -2.4 -1.4
C 1.234608 0.780653 0.081141 1.2 1.6 1.7
C 2.387165 -0.225847 0.346939 -0.3 2.4 -1.7
N 1.957740 -1.505681 0.004792 -2.5 -1.9 -2.2
F -2.351114 1.420596 0.174817 0.3 -1.9 -0.2
Si -2.226060 -0.143204 -0.230985 -1.1 1.3 2.3
H 2.419455 2.733126 0.386966 -0.9 -0.7 -0.2
H 0.772721 2.730278 1.026467 -1.3 1.0 0.3
H 2.097149 1.786551 1.873766 -1.5 1.0 -2.2
H -3.693828 -1.848675 1.078429 1.3 0.7 0.0
H -1.950581 -2.216751 0.708287 -0.3 -0.5 0.2
H -2.241312 -1.248583 2.097714 -0.2 0.5 0.4
H -3.041743 0.293561 -2.339080 -1.4 1.0 -0.4
H -1.300203 0.444971 -2.348522 -0.7 -0.7 0.1
H 3.247683 0.128637 -0.294870 -0.5 -0.1 0.8
H 1.093930 1.089323 -0.925975 0.0 -0.4 -1.3
H 0.246989 0.418862 0.457155 0.3 -0.2 0.2
H 2.654337 -0.146208 1.389386 0.2 -0.2 0.3
H 1.408861 -1.535654 -0.948914 2.1 -0.2 2.5
H -2.192146 -1.228843 -2.562391 0.4 1.9 1.2
H 2.677582 -2.201134 0.108569 -0.1 -0.3 -0.5

(9)
22
Properties=species:S:1:pos:R:3:forces:R:3 method="wB97M-V/def2-TZVPD" gap_ev="4.5 / 10.6" relative_energy_kcal_mol=55.6 e_lumo_ha="0.03457 / 0.03142" total_energy_ev=-8404.307 multiplicity=2 largest_force_ev_per_a=1.8 s_squared=0.7528
C -0.493584 -1.886375 -2.457302 -0.4 0.1 0.4
C -0.795940 -0.907153 -1.369903 -0.9 0.1 0.8
C -1.739044 -1.093654 -0.399249 1.6 -0.6 -0.6
N -1.851167 -0.140424 0.678747 0.4 -0.2 0.3
H -1.136869 -2.746979 -2.383406 -0.3 -0.4 0.1
H -0.681017 -1.458352 -3.427204 0.3 0.2 -0.5
H 0.531382 -2.245127 -2.374085 0.1 0.1 -0.2
H -0.151416 -0.031985 -1.321814 0.0 -0.1 0.2
H -2.443572 -1.907741 -0.365200 0.0 0.0 -0.1
H -0.930051 0.284886 0.845270 -0.5 -0.1 0.2
H -2.511902 0.683443 0.484792 -0.5 0.9 -0.2
H -2.171554 -0.570149 1.564513 0.2 0.0 -0.3
C 0.961104 0.919970 2.134125 0.4 0.4 0.0
C 1.287333 1.690391 0.862010 -0.2 -0.8 0.3
N 2.486086 1.120004 0.259531 0.1 0.5 -0.2
H 1.826817 0.944585 2.778454 0.3 0.1 0.3
H 0.131485 1.327334 2.688603 -0.4 0.2 0.1
H 0.776556 -0.123531 1.953152 -0.2 -0.7 -0.3
H 0.428243 1.664111 0.177974 -0.1 0.4 0.0
H 1.504657 2.706134 1.135745 -0.1 0.6 -0.1
H 2.250912 0.241108 -0.163654 0.0 -0.5 -0.1
H 2.782709 1.720259 -0.503998 0.1 -0.1 0.1

(10)
22
Properties=species:S:1:pos:R:3:forces:R:3 method="wB97M-V/def2-TZVPD" gap_ev=11.2 smiles=C[C@H](N)C[NH+](C)C relative_energy_kcal_mol=53.3 charge=+1 e_lumo_ha=-0.10111 total_energy_ev=-8400.366 multiplicity=1 largest_force_ev_per_a=5.1
N -1.200667 1.529015 0.314477 -3.2 0.0 3.3
C -0.222832 0.732767 1.089216 -0.1 -0.8 -0.9
C -0.441252 0.517303 2.555265 -0.9 -4.3 0.0
C -0.122967 -0.711322 0.447658 0.0 5.0 -1.0
N 0.062678 -0.521451 -1.074502 0.6 -1.9 0.7
C 0.530988 -1.802434 -1.725360 -1.6 -0.8 0.1
C 0.953815 0.499477 -1.678714 0.5 0.4 0.9
H -0.867703 -0.238624 -1.350484 -0.5 -0.2 -0.3
H -0.799428 2.428621 0.144639 0.1 0.7 -0.2
H -2.077699 1.775364 1.023204 2.7 -0.9 -2.6
H 0.684422 1.288500 1.064691 1.2 0.0 -0.7
H 0.336702 -0.208280 3.022943 -0.2 2.5 -0.4
H -1.167670 -0.371522 2.591672 -0.5 1.9 0.4
H -0.789398 1.433212 2.994837 0.2 -0.1 1.0
H -1.037141 -1.187467 0.710336 -0.6 -0.8 -0.6
H 0.704236 -1.069327 0.931741 2.2 -1.8 0.5
H 1.590313 -1.953752 -1.649324 0.7 0.9 -0.3
H 0.148669 -1.706496 -2.754250 0.5 -0.8 0.4
H 0.216099 -2.706683 -1.173721 -0.9 0.6 -0.5
H 0.704340 0.673418 -2.708241 -0.2 -0.4 -0.5
H 0.818445 1.430179 -1.198144 0.0 0.9 0.6
H 1.976049 0.169502 -1.577941 0.2 0.1 0.0

(11)
22
Properties=species:S:1:pos:R:3:forces:R:3 method="wB97M-V/def2-TZVPD" gap_ev=10.2 smiles=CCNCC[NH2+]C relative_energy_kcal_mol=48.9 charge=+1 e_lumo_ha=-0.11143 total_energy_ev=-8400.554 multiplicity=1 largest_force_ev_per_a=3.3
C 0.641815 -1.311956 -0.589835 0.2 1.9 -2.7
N -0.705852 -0.954922 -0.278357 -0.1 -0.9 1.8
C -1.168278 -1.575077 1.051711 -2.5 1.4 -1.5
C -1.885014 -0.422763 1.822549 0.8 -0.9 2.0
C 1.559493 -0.005050 -0.577535 2.5 -1.1 1.6
N 0.841675 1.309097 -0.212627 -0.7 -1.3 0.0
C 0.771222 2.211265 -1.388420 0.7 0.0 -1.6
H 1.148137 -2.021909 0.039287 -0.3 -0.5 0.2
H 0.626501 -1.644652 -1.660369 0.5 -0.1 1.0
H -1.317906 -1.054449 -1.096572 0.1 -0.4 1.0
H -1.925057 -2.358576 0.812141 0.8 0.2 0.4
H -0.341945 -1.982304 1.655586 -0.2 0.2 -0.7
H -1.597085 -0.504240 2.913303 -0.9 0.0 -1.0
H -2.952260 -0.199814 1.716954 0.1 -0.9 -0.1
H -1.450564 0.499909 1.543952 0.8 1.1 -0.4
H 2.155589 -0.022941 -1.533477 -1.0 1.1 0.8
H 2.377437 -0.169760 0.225467 -1.4 0.5 -1.1
H 1.265958 1.797664 0.599651 0.1 -0.5 -0.8
H -0.156378 1.006988 0.158868 1.6 0.0 -1.3
H 0.029700 2.927422 -1.273835 -1.2 1.7 1.0
H 0.342668 1.743889 -2.300448 0.9 -0.6 0.7
H 1.740147 2.732179 -1.627992 -0.9 -0.9 0.5